# 1
# C6H12O

C6H12O in the gas phase in a non-equilibrium geometry (ωB97M-V/def2-TZVPD, OMol25).

Cartesian coordinates (Å):
C1 -1.997 -0.949 0.039
C2 -1.437 0.451 0.135
C3 -0.776 1.053 -1.077
C4 -0.019 0.640 0.469
C5 1.019 -0.409 0.331
C6 2.394 0.058 -0.115
O1 1.143 -1.014 1.596
H1 -1.392 -1.594 -0.606
H2 -3.013 -0.933 -0.369
H3 -2.044 -1.419 1.030
H4 -2.118 1.133 0.645
H5 -0.557 0.376 -1.900
H6 -1.123 2.045 -1.395
H7 0.291 1.736 -0.067
H8 0.689 -1.241 -0.304
H9 2.372 0.369 -1.165
H10 3.117 -0.762 -0.007
H11 2.732 0.904 0.495
H12 0.720 -0.445 2.264

Summary:
Lowest unoccupied orbital energy, eV: 1.1
Gap between HOMO and LUMO, eV: 9.535
SMILES: C[C@@H]1C[C@@H]1[C@@H](C)O
HOMO, eV: -8.474
Energy above the lowest of the compared OMol25 structures with the same formula, charge and spin, kcal/mol: 82.3


# 2
# C26H49B2Cl2I2N3O6

C26H49B2Cl2I2N3O6 as an isolated structure in a non-equilibrium geometry (ωB97M-V/def2-TZVPD, OMol25).

Cartesian coordinates (Å):
C1 4.649 4.776 -0.704
C2 4.133 3.510 -1.448
C3 5.081 2.332 -1.201
C4 4.475 1.009 -1.728
C5 3.280 0.583 -0.834
C6 3.312 -0.936 -0.450
C7 3.580 -1.133 1.056
C8 2.752 -2.260 1.714
C9 1.332 -1.780 2.175
C10 0.324 -2.152 1.090
C11 -1.152 -1.872 1.459
C12 -1.697 -0.534 0.942
C13 -3.136 -0.306 1.514
B1 -3.008 0.713 2.731
O1 -3.527 1.966 2.760
O2 -2.269 0.327 3.841
N1 -3.978 0.129 0.384
C14 -3.444 1.128 -0.388
N2 -3.946 2.344 -0.471
C15 -5.163 2.753 0.230
C16 -6.382 2.610 -0.742
C17 -7.380 1.509 -0.295
C18 -3.327 3.361 -1.278
I1 -3.952 3.659 -3.285
C19 -2.386 4.123 -0.725
C20 -1.896 3.962 0.687
I2 -1.438 5.697 -1.791
N3 -2.331 0.823 -1.112
C21 -2.729 0.669 -2.548
O3 -1.866 0.854 -3.421
O4 -3.936 0.405 -2.756
C22 -1.605 -0.364 -0.585
B2 -1.929 -1.741 -1.400
O5 -3.125 -2.393 -1.182
O6 -1.003 -2.171 -2.297
C23 -0.877 -3.591 -2.421
C24 -0.223 -3.862 -3.783
H1 4.114 4.924 0.236
H2 4.448 5.654 -1.322
H3 5.721 4.654 -0.540
H4 4.079 3.723 -2.519
H5 3.131 3.260 -1.091
H6 6.067 2.539 -1.631
H7 5.235 2.203 -0.121
H8 4.115 1.241 -2.738
H9 5.240 0.234 -1.815
H10 2.343 0.835 -1.337
H11 3.324 1.191 0.075
H12 4.086 -1.398 -1.067
H13 2.357 -1.345 -0.786
H14 3.416 -0.220 1.636
H15 4.632 -1.413 1.154
H16 3.295 -2.714 2.538
H17 2.612 -3.046 0.966
H18 1.133 -2.326 3.101
H19 1.418 -0.704 2.346
H20 0.423 -3.231 0.928
H21 0.528 -1.686 0.124
H22 -1.194 -1.817 2.556
H23 -1.785 -2.733 1.208
H24 -1.058 0.242 1.394
H25 -3.537 -1.240 1.934
H26 -3.351 2.385 3.611
H27 -2.397 -0.604 4.044
H28 -4.963 0.221 0.588
H29 -5.067 3.775 0.597
H30 -5.392 2.136 1.094
H31 -6.875 3.564 -0.930
H32 -5.994 2.270 -1.704
H33 -7.486 0.755 -1.079
H34 -7.037 0.966 0.592
H35 -8.376 1.910 -0.101
H36 -2.420 4.609 1.394
H37 -0.837 4.222 0.742
H38 -1.970 2.915 0.976
H39 -0.545 -0.178 -0.794
H40 -3.310 -2.528 -0.251
H41 -1.844 -4.100 -2.430
H42 -0.264 -4.006 -1.613
H43 0.045 -4.913 -3.894
H44 0.644 -3.204 -3.875
H45 -0.943 -3.557 -4.544
Cl1 6.292 -2.718 3.033
C25 6.623 -4.457 2.856
C26 5.824 -5.094 1.745
Cl2 4.079 -5.171 2.113
H46 6.421 -4.934 3.812
H47 7.686 -4.554 2.640
H48 6.162 -6.120 1.604
H49 5.943 -4.561 0.804

Summary:
Lowest unoccupied orbital energy, eV: -0.2
Gap between HOMO and LUMO, eV: 7.731
HOMO, eV: -7.949


# 3
# C37H55As3BN3O2SeZr

C37H55As3BN3O2SeZr as an isolated structure (ωB97M-V/def2-TZVPD, OMol25).

Cartesian coordinates (Å):
Zr1 0.412 -0.515 -0.234
O1 0.818 1.456 -0.636
C1 1.194 2.106 -1.722
C2 0.864 3.462 -1.847
C3 1.268 4.192 -2.944
C4 2.026 3.605 -3.960
C5 2.361 2.276 -3.847
C6 1.951 1.505 -2.750
C7 2.361 0.115 -2.724
N1 1.992 -0.758 -1.867
C8 2.521 -2.123 -1.933
C9 1.367 -3.121 -2.082
N2 0.177 -2.521 -1.487
C10 -0.906 -2.565 -2.152
C11 -2.124 -1.789 -1.755
C12 -3.364 -2.247 -2.556
C13 -4.174 -3.278 -1.806
C14 -4.001 -3.521 -0.507
C15 -3.076 -2.746 0.314
C16 -2.257 -1.847 -0.244
O2 -1.435 -1.057 0.447
H1 0.271 3.906 -1.058
H2 0.990 5.236 -3.019
H3 2.340 4.184 -4.817
H4 2.949 1.795 -4.622
H5 3.048 -0.197 -3.515
H6 3.030 -2.323 -0.990
H7 3.246 -2.231 -2.743
H8 1.618 -4.043 -1.557
H9 1.180 -3.350 -3.134
H10 -0.955 -3.090 -3.110
H11 -2.942 -2.780 -3.408
H12 -4.912 -3.820 -2.386
H13 -4.598 -4.283 -0.020
H14 -3.074 -2.859 1.391
C17 4.271 1.309 0.028
As1 3.173 -0.001 0.965
C18 4.475 -1.453 1.034
C19 3.448 0.550 2.829
C20 2.573 1.663 3.427
C21 2.483 2.852 2.464
C22 1.172 1.142 3.778
As2 -0.087 0.811 2.320
C23 -1.447 -0.118 3.340
C24 -0.942 2.542 2.124
C25 3.238 2.155 4.726
As3 3.435 0.811 6.166
C26 4.614 1.913 7.273
C27 1.793 1.207 7.165
H15 5.178 1.528 0.590
H16 3.706 2.224 -0.141
H17 4.541 0.891 -0.942
H18 5.286 -1.185 1.710
H19 4.889 -1.636 0.043
H20 3.993 -2.364 1.387
H21 4.500 0.849 2.874
H22 3.351 -0.364 3.420
H23 2.014 2.566 1.517
H24 3.478 3.243 2.243
H25 1.892 3.660 2.902
H26 0.670 1.851 4.443
H27 1.251 0.190 4.313
H28 -1.657 0.406 4.272
H29 -1.104 -1.131 3.544
H30 -2.341 -0.180 2.723
H31 -1.210 2.952 3.097
H32 -1.840 2.397 1.523
H33 -0.282 3.225 1.595
H34 2.679 3.005 5.130
H35 4.247 2.511 4.501
H36 5.607 1.959 6.827
H37 4.702 1.462 8.261
H38 4.219 2.925 7.376
H39 0.929 0.756 6.679
H40 1.642 2.284 7.250
H41 1.883 0.780 8.164
C28 -6.717 1.812 -5.116
C29 -5.850 0.784 -4.440
C30 -5.739 0.724 -3.061
C31 -4.951 -0.227 -2.419
C32 -4.871 -0.177 -0.918
C33 -4.238 -1.160 -3.182
Se1 -1.403 -0.005 -2.357
C34 -4.335 -1.105 -4.583
C35 -3.571 -2.046 -5.486
C36 -5.135 -0.142 -5.184
H42 -7.093 2.543 -4.400
H43 -7.576 1.341 -5.598
H44 -6.160 2.347 -5.887
H45 -6.280 1.444 -2.455
H46 -5.595 0.539 -0.529
H47 -3.876 0.142 -0.600
H48 -5.071 -1.148 -0.471
H49 -2.492 -1.935 -5.356
H50 -3.802 -1.828 -6.528
H51 -3.825 -3.093 -5.305
H52 -5.195 -0.111 -6.268
B1 1.638 -4.801 1.038
C37 1.286 -3.287 1.223
N3 1.085 -2.145 1.291
H53 2.756 -4.818 0.549
H54 1.607 -5.352 2.112
H55 0.816 -5.258 0.271

Summary:
Lowest unoccupied orbital energy, eV: -0.5
Gap between HOMO and LUMO, eV: 6.785
HOMO, eV: -7.280
Energy above the lowest of the compared OMol25 structures with the same formula, charge and spin, kcal/mol: 28.6


# 4
# C38H44GeN14O3PTi

C38H44GeN14O3PTi as an isolated structure in a non-equilibrium geometry (ωB97M-V/def2-TZVPD, OMol25).

Cartesian coordinates (Å):
Ti1 -0.288 0.824 2.177
O1 -1.014 1.013 -1.404
C1 -2.239 0.446 -1.744
C2 -2.204 -1.048 -2.006
C3 -3.317 -1.658 -2.578
C4 -3.310 -3.025 -2.786
C5 -2.188 -3.747 -2.403
C6 -1.130 -3.055 -1.840
N1 -1.116 -1.735 -1.657
H1 -0.832 0.649 -0.504
H2 -2.603 0.958 -2.640
H3 -2.973 0.613 -0.943
H4 -4.176 -1.057 -2.852
H5 -4.164 -3.520 -3.231
H6 -2.139 -4.822 -2.513
H7 -0.251 -3.594 -1.497
N2 2.068 -2.113 0.938
N3 2.469 -2.530 2.252
C7 2.260 -1.482 3.204
N4 3.265 -1.332 4.126
N5 1.166 -0.813 3.168
N6 1.122 0.537 3.635
O2 2.189 1.079 4.217
O3 -0.133 0.756 4.173
H8 1.074 -1.884 0.906
H9 2.231 -2.900 0.320
H10 1.969 -3.363 2.557
H11 4.175 -1.550 3.743
H12 3.156 -0.380 4.540
N7 3.540 2.371 1.266
C8 2.783 1.288 1.092
N8 1.520 1.649 1.141
C9 1.569 2.982 1.410
N9 2.789 3.469 1.493
C10 0.335 3.723 1.636
C11 0.240 5.109 1.719
N10 -0.912 5.724 1.916
C12 -1.984 4.943 2.035
C13 -1.918 3.576 1.966
N11 -0.748 2.952 1.776
H13 4.540 2.425 1.345
H14 3.136 0.278 0.948
H15 1.126 5.725 1.621
H16 -2.930 5.447 2.190
H17 -2.783 2.935 2.061
C14 1.924 -1.851 -4.849
N12 1.651 -0.418 -4.861
C15 2.913 0.291 -5.036
N13 3.934 -0.043 -4.044
C16 4.127 -1.490 -4.060
N14 2.908 -2.263 -3.850
C17 2.387 -2.069 -2.493
P1 1.925 -0.312 -2.054
C18 0.973 -0.001 -3.626
C19 3.525 0.414 -2.709
H18 2.306 -2.132 -5.835
H19 0.990 -2.388 -4.669
H20 2.724 1.366 -5.003
H21 3.311 0.037 -6.024
H22 4.855 -1.760 -3.291
H23 4.536 -1.763 -5.037
H24 3.133 -2.424 -1.774
H25 1.495 -2.690 -2.372
H26 0.735 1.064 -3.683
H27 0.022 -0.530 -3.545
H28 4.333 0.185 -2.005
H29 3.423 1.504 -2.730
C20 -1.590 -0.172 1.539
Ge1 -2.508 -1.584 2.365
C21 -4.451 -1.437 2.013
C22 -5.414 -1.890 2.913
C23 -6.771 -1.794 2.623
C24 -7.185 -1.243 1.419
C25 -6.240 -0.784 0.511
C26 -4.887 -0.877 0.812
C27 -2.367 -1.710 4.321
C28 -1.910 -2.838 4.993
C29 -1.846 -2.869 6.382
C30 -2.251 -1.768 7.119
C31 -2.717 -0.636 6.463
C32 -2.770 -0.610 5.079
C33 -2.072 -3.391 1.680
C34 -0.824 -3.942 1.978
C35 -0.443 -5.186 1.493
C36 -1.317 -5.913 0.695
C37 -2.563 -5.385 0.391
C38 -2.933 -4.134 0.876
H30 -5.097 -2.319 3.858
H31 -7.505 -2.147 3.339
H32 -8.242 -1.167 1.190
H33 -6.559 -0.350 -0.430
H34 -4.144 -0.505 0.115
H35 -1.600 -3.714 4.432
H36 -1.476 -3.754 6.886
H37 -2.195 -1.786 8.201
H38 -3.018 0.235 7.033
H39 -3.105 0.290 4.574
H40 -0.148 -3.381 2.620
H41 0.529 -5.597 1.745
H42 -1.029 -6.888 0.318
H43 -3.252 -5.947 -0.230
H44 -3.912 -3.736 0.630

Summary:
Total charge: -1
Lowest unoccupied orbital energy, eV: 1.6
Gap between HOMO and LUMO, eV: 4.769
HOMO, eV: -3.149
Energy above the lowest of the compared OMol25 structures with the same formula, charge and spin, kcal/mol: 39.1


# 5
# C15H23Cl2PRh

C15H23Cl2PRh as an isolated structure in a non-equilibrium geometry (ωB97M-V/def2-TZVPD, OMol25).

Cartesian coordinates (Å):
Rh1 -0.011 1.166 -0.756
Cl1 0.971 1.700 1.336
Cl2 -1.463 -0.128 -1.992
C1 -0.620 2.724 -1.552
H1 -0.668 2.427 -2.640
H2 0.311 3.357 -1.570
C2 1.456 -1.297 -0.933
C3 1.721 -0.103 -1.458
H3 0.642 -1.933 -1.342
C4 2.898 0.828 -1.101
H4 1.137 0.256 -2.313
C5 3.895 0.024 -0.247
H5 3.294 1.367 -2.010
H6 2.368 1.611 -0.490
C6 3.181 -0.833 0.832
H7 4.390 -0.609 -1.010
H8 4.604 0.751 0.183
C7 2.134 -1.815 0.288
H9 3.983 -1.360 1.349
H10 2.686 -0.157 1.547
H11 2.631 -2.780 0.066
H12 1.415 -2.016 1.102
C8 -2.994 1.701 0.598
P1 -1.841 0.364 1.076
C9 -1.662 0.810 2.862
C10 -3.049 -1.062 1.316
C11 -3.123 -1.784 2.529
C12 -4.020 -2.846 2.678
C13 -4.851 -3.219 1.619
C14 -4.811 -2.494 0.418
C15 -3.915 -1.429 0.272
H13 -2.393 2.609 0.501
H14 -3.771 1.809 1.365
H15 -3.434 1.458 -0.371
H16 -2.635 0.803 3.375
H17 -0.993 0.082 3.334
H18 -1.190 1.793 2.935
H19 -2.503 -1.501 3.381
H20 -4.074 -3.380 3.635
H21 -5.532 -4.066 1.725
H22 -5.483 -2.760 -0.403
H23 -3.884 -0.875 -0.669

Summary:
Total charge: -1
Lowest unoccupied orbital energy (spin up / spin down), eV: 3.1 / 2.9
Gap between HOMO and LUMO (spin up / spin down), eV: 5.197 / 7.650
Multiplicity: 5
HOMO (spin up / spin down), eV: -2.125 / -4.709
Energy above the lowest of the compared OMol25 structures with the same formula, charge and spin, kcal/mol: 2.9